1.
# C20H47N6O7

7 unconnected molecules or ions with the total composition C20H47N6O7 at a distorted geometry (ωB97M-V/def2-TZVPD, the Open Molecules 2025 dataset).

Each line ends with the Löwdin charge.
Atoms and positions in Å:
C (0.71389, 1.17021, -1.36967)  -0.173
C (-0.67220, 0.69498, -1.80508)  -0.583
O (-1.74292, 0.80535, -0.88584)  -0.443
H (1.51153, 1.12318, -2.11107)  0.032
H (1.07141, 0.36569, -0.72699)  0.033
H (0.90181, 2.11227, -0.85459)  0.044
H (-0.51824, -0.29580, -2.23257)  0.052
H (-0.89612, 1.33345, -2.65967)  0.045
C (2.51593, -4.65098, -5.85535)  -0.326
O (2.10382, -4.49858, -7.00780)  -0.015
N (1.70378, -5.06769, -4.82574)  -0.180
C (2.42301, -5.57965, -3.61781)  -0.051
C (0.26666, -5.25666, -5.00526)  -0.044
H (3.55354, -4.40383, -5.58239)  0.129
H (2.09165, -6.59297, -3.39093)  0.078
H (2.30251, -4.93664, -2.74595)  0.083
H (3.47633, -5.73914, -3.84843)  0.073
H (-0.05909, -5.30422, -6.04435)  0.085
H (-0.04344, -6.12782, -4.42818)  0.078
H (-0.27349, -4.42997, -4.54384)  0.089
C (-3.39579, 8.34978, -3.25767)  -0.349
O (-3.02218, 9.48458, -3.66364)  -0.055
N (-2.81249, 7.21870, -3.58271)  -0.198
C (-3.50145, 6.00869, -3.22017)  -0.052
C (-1.52145, 7.21803, -4.29253)  -0.019
H (-4.30841, 8.15283, -2.67411)  0.129
H (-4.49486, 6.11321, -2.78390)  0.085
H (-2.87521, 5.73404, -2.37135)  0.103
H (-3.55932, 5.21547, -3.96553)  0.095
H (-1.37188, 7.99869, -5.03838)  0.083
H (-0.79695, 7.37676, -3.49379)  0.091
H (-1.29858, 6.27698, -4.79536)  0.088
C (-0.05215, 7.70663, 1.08916)  -0.365
O (-0.53279, 6.60422, 1.19525)  0.034
N (1.25557, 7.98130, 0.95013)  -0.204
C (2.33842, 6.96957, 0.96581)  -0.028
C (1.69713, 9.29193, 0.59566)  -0.084
H (-0.63574, 8.63996, 1.06578)  0.129
H (2.84326, 6.81873, 0.01163)  0.085
H (2.03892, 5.95308, 1.22109)  0.090
H (3.04982, 7.33647, 1.70567)  0.084
H (0.92175, 10.04749, 0.46917)  0.089
H (2.55247, 9.73427, 1.10636)  0.083
H (2.08366, 9.00550, -0.38243)  0.086
C (1.52848, -5.67601, 4.14827)  -0.337
O (0.39366, -5.52656, 4.61533)  -0.017
N (1.94742, -4.96193, 3.08742)  -0.192
C (3.28430, -5.13787, 2.62283)  -0.089
C (1.13549, -3.85549, 2.49148)  -0.005
H (2.25339, -6.42035, 4.51248)  0.128
H (3.77920, -6.03851, 2.98618)  0.083
H (3.82321, -4.26280, 2.98603)  0.086
H (3.41033, -5.16683, 1.54053)  0.084
H (1.14098, -3.96298, 1.40681)  0.083
H (0.12353, -3.69088, 2.86150)  0.093
H (1.63086, -2.89404, 2.62681)  0.081
C (-3.92067, -7.09833, 1.21591)  -0.351
O (-4.41416, -8.02119, 1.83521)  -0.010
N (-4.66468, -6.20846, 0.51869)  -0.179
C (-4.10294, -5.11476, -0.36798)  -0.027
C (-6.09119, -6.43807, 0.41343)  -0.062
H (-2.85382, -6.83471, 1.28309)  0.134
H (-4.32259, -4.16513, 0.11994)  0.091
H (-4.42382, -5.15116, -1.40905)  0.078
H (-3.02599, -5.15773, -0.53054)  0.076
H (-6.69179, -5.64499, 0.85888)  0.089
H (-6.33106, -6.49684, -0.64822)  0.082
H (-6.32942, -7.39323, 0.88142)  0.079
C (0.84492, 0.05677, 5.62475)  -0.273
O (-0.17415, 0.31542, 4.91326)  -0.025
N (2.10062, 0.50363, 5.26798)  -0.191
C (3.21304, -0.08566, 6.03170)  -0.074
C (2.42645, 1.34988, 4.15796)  -0.062
H (0.81427, -0.56563, 6.53243)  0.127
H (2.89066, -0.32702, 7.04457)  0.076
H (4.10201, 0.54428, 6.06353)  0.079
H (3.64274, -1.02069, 5.67228)  0.076
H (3.22785, 2.05775, 4.36954)  0.080
H (2.94748, 0.73779, 3.42175)  0.083
H (1.65327, 1.79422, 3.53118)  0.102

## Properties
E   -44771.439 eV
Charge   -1
ΔE to the lowest compared entry with this formula, charge and spin   365.6 kJ/mol
E_LUMO   1.84 eV

***

2.
# C14H19N3O

C14H19N3O in the gas phase at a distorted geometry (ωB97M-V/def2-TZVPD, the Open Molecules 2025 dataset).

Each line ends with the natural charge from an NBO analysis.
Atoms and positions in Å:
C (-2.84097, -2.09520, -3.66928)  -0.604
C (-1.73006, -2.26021, -2.63320)  -0.215
N (-1.59401, -1.05585, -1.83138)  -0.469
C (-1.71116, -1.24292, -0.39865)  -0.213
C (-3.16472, -1.48200, 0.00138)  -0.608
C (-0.58125, -0.14394, -2.27169)  -0.182
C (0.89545, -0.56233, -1.98868)  -0.504
C (1.28823, -0.29391, -0.59298)  0.542
N (1.42097, 0.86543, -0.02499)  -0.516
C (1.79865, 0.55021, 1.25278)  0.283
C (2.09069, 1.54972, 2.26018)  -0.029
C (2.02325, 2.90055, 1.92837)  -0.199
C (2.31992, 3.85810, 2.87929)  -0.212
C (2.68149, 3.47586, 4.16097)  -0.199
C (2.74664, 2.13130, 4.49365)  -0.211
C (2.45422, 1.16644, 3.54948)  -0.196
N (1.88536, -0.74167, 1.44476)  -0.157
O (1.55730, -1.30349, 0.24853)  -0.278
H (-2.94150, -3.00088, -4.26193)  0.202
H (-2.61955, -1.26520, -4.33512)  0.201
H (-3.78609, -1.89043, -3.17473)  0.209
H (-0.79183, -2.50404, -3.15004)  0.174
H (-1.96901, -3.10500, -1.98303)  0.195
H (-1.09089, -2.07896, -0.03780)  0.173
H (-1.36301, -0.32953, 0.08984)  0.198
H (-3.54612, -2.39664, -0.44494)  0.199
H (-3.78066, -0.65177, -0.33414)  0.210
H (-3.24282, -1.56547, 1.08253)  0.210
H (-0.69254, -0.02208, -3.35108)  0.201
H (-0.74998, 0.82798, -1.80012)  0.211
H (1.03702, -1.62314, -2.19648)  0.231
H (1.54029, 0.02534, -2.64268)  0.245
H (1.74201, 3.17867, 0.92440)  0.234
H (2.27062, 4.90604, 2.62242)  0.215
H (2.91314, 4.22597, 4.90252)  0.213
H (3.02966, 1.83764, 5.49373)  0.215
H (2.50125, 0.11539, 3.78808)  0.231

## Properties
E   -21343.255 eV
SMILES   CCN(CC)CCc1nc(-c2ccccc2)no1
ΔE to the lowest compared entry with this formula, charge and spin   249.1 kJ/mol
E_LUMO   0.73 eV

***

3.
# C4H3O2

A gas-phase ion, C4H3O2 (charge +1) at a distorted geometry (ωB97M-V/def2-TZVPD, the Open Molecules 2025 dataset).

Each line ends with the natural charge from an NBO analysis.
Atoms and positions in Å:
C (1.05241, -0.11676, -0.40843)  0.294
C (-1.01004, 0.81127, 0.63112)  -0.205
C (0.02725, 0.63775, -0.08606)  -0.004
C (-1.90082, -0.44739, 0.53716)  0.652
O (1.57656, -0.92935, 0.33635)  -0.536
O (-2.15041, -0.49667, -0.59639)  -0.271
H (1.47984, 0.19291, -1.35512)  0.218
H (-1.55263, 1.66903, 0.90016)  0.299
H (2.47784, -1.32078, 0.04122)  0.552

## Properties
E   -8277.677 eV
Charge   +1
ΔE to the lowest compared entry with this formula, charge and spin   380.1 kJ/mol
E_LUMO (alpha / beta)   -7.85 / -7.22 eV